CH2N2OS2 | wB97M-V/def2-TZVPD

## Properties
E_LUMO: -0.065 Ha
E: -1020.32210 Eh
E_HOMO: -9.276 eV
Energy relative to the best compared isomer or geometry (same formula, charge and spin): 44.05 kcal per mole
Orbital gap: 0.27547 Eh

XYZ file:
```
8
CH2N2OS2 wB97M-V/def2-TZVPD
S 3.1373 0.5137 0.3674
S 2.5925 -1.6064 -0.0786
O 3.9906 0.8662 -0.7650
N 1.7051 1.2826 0.2899
N 0.5714 -0.7345 0.1917
C 0.6474 0.5698 0.1817
H -0.1566 -1.4125 -0.1862
H -0.3414 0.9104 -0.0533
```

Löwdin atomic charge list, values in e, 4 entries: number 1, S, carries 0.588; number 2, S, carries 0.489; number 3, O, carries -0.546; number 4, N, carries -0.220